Formula: C15H30CuIO15
Source: the Open Molecules 2025 dataset
Level of theory: the ωB97M-V functional and the def2-TZVPD basis

Charge ... 0
Gap between HOMO and LUMO ... 7.7 eV
E_LUMO ... 0.403 eV
ΔE to the lowest compared entry with this formula, charge and spin ... 0.0 kcal per mole
Spin multiplicity ... 1
Largest force on an atom ... 0.02506 hartree/bohr
Energy ... -99495.5507 eV

Each line ends with the natural charge from an NBO analysis.
Positions of all 62 atoms, in Å:
O  0.30038  3.14070  -3.09564  -0.494
C  2.63348  0.57231  -3.51402  -0.265
O  -2.83409  2.28976  0.20289  -0.492
C  -0.27002  3.89090  -2.03740  -0.261
C  -3.10833  -2.23972  -0.61572  -0.272
O  -0.88337  -1.14809  -1.69007  -0.697
O  -2.68425  -2.49772  -1.94093  -0.483
H  -0.20243  -0.70463  -4.23049  0.185
C  -0.86737  -3.17862  1.97912  0.991
O  -1.91605  -3.16390  2.80551  -0.491
H  -3.49211  -3.16210  -0.17993  0.201
H  -1.93317  1.10196  3.95494  0.180
O  3.88583  1.96259  1.04313  -0.483
O  -2.27077  2.20906  2.27907  -0.487
H  -2.48930  -1.24128  2.15966  0.190
C  -2.48242  -1.88583  3.04160  -0.262
H  -3.42198  2.28354  -1.73571  0.197
O  1.85896  1.28606  1.76256  -0.677
O  -0.31031  -2.22148  1.51820  -0.661
H  0.93608  -5.65698  0.94267  0.197
O  1.66788  1.60513  -3.73253  -0.503
H  -3.45936  0.71647  -0.96325  0.182
C  -1.40143  1.84381  3.35473  -0.271
H  3.70369  -0.19622  4.63616  0.198
H  1.57648  -4.16746  1.67491  0.207
O  -1.00551  1.12071  0.78626  -0.688
H  -1.33332  3.65955  -1.92278  0.179
C  -1.94936  1.80959  1.06511  1.006
O  -1.24746  -2.36167  -3.53036  -0.479
I  2.90525  -1.76145  -0.44271  -0.882
H  -1.86375  -1.31338  3.74178  0.185
O  3.74002  0.97392  2.94073  -0.488
H  0.77491  -1.94483  -3.42626  0.217
O  0.71082  1.39455  -1.71247  -0.669
Cu  0.41254  -0.35528  -0.03279  0.840
H  0.70724  -4.08927  0.17001  0.212
H  3.44356  0.95480  -2.89446  0.194
H  -1.23460  2.72268  3.97117  0.198
H  2.40212  0.97148  4.50542  0.173
H  2.21296  -0.30806  -3.02955  0.224
H  -1.89240  1.43330  -1.48136  0.221
H  -3.47542  -2.02901  3.44970  0.201
C  3.05232  1.37860  1.88516  1.009
C  0.87104  1.98628  -2.74876  1.003
H  3.01425  0.33457  -4.50310  0.196
H  0.09909  -2.22205  -5.06929  0.202
C  3.01937  0.26862  3.93373  -0.255
H  -3.95280  -1.54721  -0.62748  0.180
H  -2.31360  -1.84845  0.01310  0.212
C  -1.54716  -1.92995  -2.32211  1.005
H  3.18589  1.82602  -0.86035  0.203
C  -0.06999  -1.77987  -4.09430  -0.265
H  0.19810  3.74889  -1.06541  0.202
C  -2.87412  1.63026  -1.05773  -0.269
O  -0.50805  -4.43893  1.80524  -0.487
H  -0.23624  4.94180  -2.31797  0.199
H  -0.46562  1.41876  2.99453  0.237
H  2.36360  -0.48006  3.48911  0.207
C  0.74156  -4.60673  1.13080  -0.271
H  2.32871  3.03520  0.13851  0.191
H  3.95547  3.38425  -0.41287  0.190
C  3.29456  2.58411  -0.08773  -0.258

Forces on atoms 1 to 3 (eV/Å):
0.295 0.038 0.032
0.035 -0.251 0.193
-0.143 0.154 0.113


Formula: H3INP
Source: the Open Molecules 2025 dataset
Level of theory: the ωB97M-V functional and the def2-TZVPD basis

Charge ... 0
Gap between HOMO and LUMO (alpha / beta) ... 6.9 / 6.5 eV
E_LUMO (alpha / beta) ... 0.635 / -2.813 eV
ΔE to the lowest compared entry with this formula, charge and spin ... 31.0 kcal per mole
Spin multiplicity ... 3
Largest force on an atom ... 0.08448 hartree/bohr
Energy ... -18923.7341 eV
⟨S²⟩ ... 2.0102

Each line ends with the Löwdin spin population.
Positions of all 6 atoms, in Å:
P  -1.28384  0.12810  -0.04582  0.134
H  -0.92566  0.82590  -1.19362  0.018
N  0.44943  -0.94298  -0.12219  0.690
H  -0.81213  1.15022  0.78593  0.017
I  2.08689  0.29484  -0.18275  1.120
H  0.48530  -1.45608  0.75846  0.022

Forces on atoms 1 to 3 (eV/Å):
1.338 -2.049 -0.167
0.075 0.247 -0.442
-4.214 0.817 0.667